The following is a DFT calculation (ωB97M-V/def2-TZVPD) of an isolated molecule of C14H25N3O2 in a non-equilibrium geometry.

- energy relative to the best compared isomer or geometry (same formula, charge and spin) (kJ/mol) = 18.2
- SMILES = CCCCN(CCCC)Cc1ccc(C(=O)NN)o1
- E (Eh) = -863.16983
- LUMO level (eV) = 0.82
- total charge = 0
- F_max (eV/Å) = 1.297

```
44
Properties=species:S:1:pos:R:3:forces:R:3
C -5.4070 -1.3751 -0.3232 0.194 -0.081 -0.127
C -4.1160 -1.2367 -1.1217 -0.103 0.204 -0.016
C -3.4394 0.1198 -0.9116 0.066 -0.170 0.143
C -2.7627 0.2864 0.4672 -0.144 0.110 -0.209
N -1.3296 0.0836 0.5058 -0.064 -0.199 0.059
C -0.5407 1.0890 -0.1911 0.250 0.129 0.353
C 0.4896 1.7284 0.7463 0.066 0.072 -0.549
C 1.4845 2.6014 -0.0130 -0.040 -0.050 0.321
C 2.5569 3.1667 0.9096 -0.105 -0.014 -0.241
H 3.2494 3.7951 0.3541 0.119 0.078 0.034
H 2.1054 3.7658 1.6971 0.000 0.082 0.120
H 3.1206 2.3602 1.3739 0.087 -0.057 0.082
H 0.9519 3.4204 -0.5025 -0.001 0.008 -0.111
H 1.9622 2.0037 -0.7939 -0.025 -0.002 -0.094
H -0.0340 2.3243 1.4956 -0.034 -0.013 0.099
H 1.0298 0.9453 1.2782 0.013 -0.065 0.074
H -1.1968 1.8725 -0.5796 -0.012 -0.045 -0.069
H -0.0171 0.6462 -1.0497 -0.073 0.075 -0.041
C -0.9092 -1.2791 0.2211 0.173 0.278 -0.083
C 0.4925 -1.5009 0.6825 -0.311 -0.445 0.761
C 0.9924 -1.8827 1.8972 -0.309 0.127 -0.615
C 2.3967 -1.8538 1.7782 0.363 0.259 -0.805
C 2.6632 -1.4541 0.4938 0.092 -0.398 1.231
C 3.9480 -1.2061 -0.1642 0.150 0.341 -0.464
O 5.0299 -1.4219 0.3557 -0.101 -0.131 0.177
N 3.8397 -0.6760 -1.4095 -0.020 0.245 -0.328
H 2.9509 -0.6441 -1.8862 0.147 -0.146 0.102
N 4.9713 -0.5151 -2.2325 0.133 0.014 0.060
H 5.2949 0.4527 -2.1756 -0.107 -0.296 0.167
H 5.7078 -1.0964 -1.8268 -0.201 0.143 -0.083
O 1.5003 -1.2487 -0.1749 0.069 0.130 -0.343
H 3.1259 -2.0868 2.5260 0.223 -0.033 0.100
H 0.4231 -2.1438 2.7650 -0.201 -0.033 0.158
H -0.9626 -1.5209 -0.8556 -0.066 -0.080 0.085
H -1.5666 -1.9555 0.7716 0.059 -0.039 -0.082
H -2.9391 1.2973 0.8423 -0.062 -0.062 0.056
H -3.2070 -0.4079 1.1844 -0.086 0.044 0.060
H -4.1921 0.9004 -1.0398 -0.012 0.054 -0.078
H -2.6856 0.2687 -1.6880 0.013 0.111 -0.037
H -3.4320 -2.0417 -0.8482 0.060 -0.065 -0.067
H -4.3489 -1.3499 -2.1836 0.065 -0.093 0.002
H -5.8627 -2.3457 -0.5052 -0.107 -0.066 0.057
H -5.2211 -1.2817 0.7441 -0.051 0.003 0.144
H -6.1168 -0.6034 -0.6132 -0.107 0.076 -0.002
```
Forces are in eV/Å.